{"formula": "C61H49F4NO4P2Pd", "method": "wB97M-V/def2-TZVPD", "species": ["F", "C", "C", "C", "F", "C", "C", "C", "C", "C", "C", "C", "C", "F", "C", "C", "F", "C", "Pd", "P", "C", "C", "C", "C", "C", "C", "C", "C", "C", "C", "C", "C", "C", "C", "C", "C", "C", "C", "P", "C", "C", "C", "C", "C", "C", "C", "C", "C", "C", "C", "C", "C", "C", "C", "C", "C", "C", "C", "H", "H", "H", "H", "H", "H", "H", "H", "H", "H", "H", "H", "H", "H", "H", "H", "H", "H", "H", "H", "H", "H", "H", "H", "H", "H", "H", "H", "H", "H", "H", "H", "H", "H", "H", "H", "H", "H", "H", "C", "C", "O", "C", "C", "C", "C", "C", "C", "N", "O", "O", "C", "C", "O", "H", "H", "H", "H", "H", "H", "H", "H", "H", "H"], "coordinates": [[-5.34, 2.16, -1.27], [-4.21, 2.03, -0.49], [-4.29, 2.45, 0.84], [-3.14, 2.25, 1.60], [-3.22, 2.50, 2.96], [-1.95, 1.75, 1.08], [-1.91, 1.30, -0.26], [-0.65, 0.77, -0.84], [-0.39, 1.00, -2.27], [0.76, 1.40, -2.92], [2.12, 1.13, -2.50], [3.05, 0.47, -3.35], [4.31, 0.14, -2.87], [5.12, -0.69, -3.62], [4.76, 0.51, -1.59], [3.83, 1.15, -0.78], [4.19, 1.40, 0.53], [2.54, 1.48, -1.19], [-1.05, -1.24, 0.00], [-2.75, -2.68, -0.15], [-3.76, -2.15, -1.56], [-3.23, -2.34, -2.84], [-3.91, -1.84, -3.95], [-5.11, -1.15, -3.77], [-5.64, -0.98, -2.49], [-4.97, -1.48, -1.38], [-2.41, -4.41, -0.48], [-3.32, -5.22, -1.18], [-3.05, -6.57, -1.37], [-1.86, -7.13, -0.88], [-0.95, -6.32, -0.20], [-1.22, -4.97, 0.01], [-3.82, -2.66, 1.30], [-4.43, -3.84, 1.79], [-5.25, -3.77, 2.91], [-5.45, -2.56, 3.57], [-4.85, -1.39, 3.09], [-4.05, -1.44, 1.95], [0.54, -1.69, 1.51], [0.84, -0.23, 2.53], [0.24, -0.07, 3.79], [0.32, 1.16, 4.43], [1.01, 2.23, 3.85], [1.67, 2.05, 2.62], [1.58, 0.82, 1.97], [0.21, -3.05, 2.64], [1.11, -4.12, 2.78], [0.73, -5.27, 3.47], [-0.55, -5.35, 4.04], [-1.42, -4.26, 3.97], [-1.04, -3.10, 3.29], [2.13, -2.03, 0.72], [3.35, -1.70, 1.36], [4.55, -2.02, 0.74], [4.55, -2.69, -0.49], [3.35, -3.05, -1.10], [2.13, -2.73, -0.49], [-3.08, 1.46, -1.05], [-5.20, 2.89, 1.26], [-1.07, 1.65, 1.72], [0.22, 0.91, -0.18], [-1.27, 0.83, -2.90], [0.63, 1.73, -3.96], [2.74, 0.16, -4.36], [5.74, 0.23, -1.20], [1.87, 2.02, -0.54], [-2.28, -2.88, -2.97], [-3.50, -1.98, -4.95], [-5.65, -0.75, -4.64], [-6.58, -0.44, -2.35], [-5.39, -1.36, -0.38], [-4.24, -4.78, -1.58], [-3.76, -7.20, -1.92], [-1.65, -8.19, -1.03], [-0.01, -6.74, 0.18], [-0.51, -4.33, 0.55], [-4.27, -4.78, 1.27], [-5.73, -4.68, 3.27], [-6.09, -2.51, 4.46], [-5.00, -0.43, 3.59], [-3.59, -0.53, 1.55], [-0.25, -0.92, 4.27], [-0.17, 1.29, 5.40], [1.07, 3.19, 4.36], [2.26, 2.86, 2.18], [2.13, 0.65, 1.04], [2.11, -4.05, 2.35], [1.42, -6.11, 3.56], [-0.86, -6.26, 4.56], [-2.40, -4.30, 4.44], [-1.72, -2.25, 3.23], [3.35, -1.19, 2.32], [5.49, -1.74, 1.21], [5.49, -2.93, -0.97], [3.35, -3.58, -2.05], [1.18, -3.02, -0.95], [-3.09, 1.09, -2.07], [7.42, 3.90, 0.09], [6.54, 4.44, -1.00], [5.20, 3.99, -0.78], [4.36, 4.64, -1.64], [2.96, 4.44, -1.32], [2.01, 5.41, -1.63], [2.26, 6.40, -2.65], [1.38, 7.43, -2.88], [0.21, 7.55, -2.10], [-0.74, 8.55, -2.45], [-1.79, 8.64, -1.79], [-0.47, 9.30, -3.42], [-0.05, 6.62, -1.06], [0.80, 5.55, -0.85], [4.84, 5.34, -2.54], [8.46, 4.10, -0.19], [7.23, 4.42, 1.03], [7.29, 2.83, 0.26], [6.55, 5.54, -0.96], [6.87, 4.10, -1.99], [2.76, 3.74, -0.52], [3.19, 6.35, -3.20], [1.57, 8.16, -3.67], [-0.94, 6.77, -0.45], [0.61, 4.82, -0.05]], "max_force_ev_per_a": 2.1, "homo_ev": -1.2, "total_charge": -2}

{"formula": "C61H50ClFGeO3P3PbSe", "method": "wB97M-V/def2-TZVPD", "species": ["Pb", "F", "Ge", "C", "C", "C", "C", "C", "C", "P", "C", "C", "C", "C", "C", "C", "C", "C", "C", "C", "C", "C", "C", "C", "C", "C", "C", "C", "P", "C", "C", "C", "C", "C", "C", "C", "C", "C", "C", "C", "C", "C", "C", "C", "C", "C", "C", "P", "C", "C", "C", "C", "C", "C", "C", "C", "C", "C", "C", "C", "H", "H", "H", "H", "H", "H", "H", "H", "H", "H", "H", "H", "H", "H", "H", "H", "H", "H", "H", "H", "H", "H", "H", "H", "H", "H", "H", "H", "H", "H", "H", "H", "H", "H", "H", "H", "H", "H", "H", "H", "H", "H", "O", "H", "H", "O", "O", "Se", "Cl", "C", "C", "C", "C", "C", "C", "C", "H", "H", "H", "H", "H", "H"], "coordinates": [[13.92, 14.81, 12.20], [13.93, 13.33, 7.29], [13.83, 12.66, 8.92], [15.13, 14.04, 9.32], [14.86, 15.30, 8.84], [15.75, 16.39, 8.92], [16.99, 16.22, 9.38], [17.38, 14.88, 9.69], [16.49, 13.81, 9.82], [17.27, 12.28, 10.50], [18.35, 11.89, 9.04], [17.83, 11.07, 8.09], [18.53, 10.70, 6.97], [19.76, 11.26, 6.76], [20.34, 12.16, 7.69], [19.56, 12.58, 8.80], [18.51, 12.78, 11.74], [19.63, 11.82, 12.01], [20.64, 12.45, 12.85], [20.51, 13.69, 13.50], [19.37, 14.50, 13.26], [18.37, 13.99, 12.44], [11.79, 12.68, 8.94], [11.13, 11.80, 8.13], [9.72, 11.89, 8.03], [9.08, 13.06, 8.29], [9.72, 13.98, 9.14], [10.99, 13.75, 9.53], [11.79, 15.18, 10.37], [11.86, 16.70, 9.40], [11.01, 16.91, 8.29], [10.82, 18.17, 7.67], [11.79, 19.21, 7.98], [12.67, 18.98, 8.99], [12.73, 17.77, 9.69], [10.46, 15.63, 11.57], [10.16, 16.95, 11.92], [9.35, 17.17, 13.06], [8.78, 16.10, 13.75], [8.97, 14.78, 13.28], [9.84, 14.58, 12.25], [14.32, 10.77, 8.21], [14.93, 10.70, 6.93], [14.88, 9.51, 6.21], [14.35, 8.34, 6.79], [13.73, 8.41, 8.02], [13.70, 9.64, 8.69], [13.03, 9.55, 10.39], [11.31, 9.31, 10.77], [10.33, 8.81, 9.86], [9.16, 8.37, 10.39], [8.83, 8.60, 11.73], [9.71, 9.21, 12.56], [11.05, 9.43, 12.20], [13.93, 8.40, 11.39], [13.44, 7.19, 11.92], [14.19, 6.27, 12.73], [15.54, 6.57, 12.99], [16.00, 7.74, 12.50], [15.29, 8.64, 11.66], [13.92, 15.42, 8.27], [15.38, 17.40, 8.65], [17.66, 17.05, 9.47], [18.47, 14.75, 9.83], [16.92, 10.49, 8.30], [18.21, 9.94, 6.30], [20.46, 10.90, 6.03], [21.35, 12.53, 7.46], [20.01, 13.16, 9.61], [19.97, 11.43, 11.08], [21.57, 11.86, 12.91], [21.32, 14.10, 14.16], [19.27, 15.53, 13.59], [17.44, 14.60, 12.33], [11.58, 10.89, 7.64], [9.06, 11.14, 7.55], [8.12, 13.32, 7.78], [9.06, 14.80, 9.62], [10.59, 15.98, 7.81], [10.00, 18.29, 7.04], [11.86, 20.19, 7.48], [13.46, 19.61, 9.39], [13.45, 17.67, 10.49], [10.67, 17.80, 11.42], [9.13, 18.17, 13.35], [8.26, 16.24, 14.71], [8.45, 13.95, 13.80], [10.16, 13.56, 11.96], [15.63, 11.49, 6.62], [15.30, 9.42, 5.23], [14.58, 7.36, 6.38], [13.32, 7.51, 8.55], [10.56, 8.75, 8.77], [8.44, 7.83, 9.84], [7.84, 8.34, 12.12], [9.40, 9.40, 13.57], [11.82, 9.51, 12.98], [12.42, 6.84, 11.69], [13.84, 5.32, 13.08], [16.19, 5.91, 13.55], [17.07, 8.00, 12.74], [15.67, 9.63, 11.32], [17.84, 7.94, 9.60], [18.57, 7.48, 9.19], [17.23, 7.20, 9.71], [12.59, 14.95, 14.32], [12.26, 13.72, 13.97], [13.55, 11.61, 11.23], [21.23, 8.60, 11.33], [20.88, 8.75, 12.99], [21.82, 8.15, 13.89], [21.67, 8.38, 15.25], [20.65, 9.17, 15.83], [19.76, 9.79, 14.97], [19.87, 9.61, 13.55], [18.99, 10.53, 12.72], [22.65, 7.63, 13.50], [22.44, 8.11, 15.92], [20.57, 9.37, 16.87], [18.93, 10.32, 15.33], [18.44, 9.97, 11.94], [18.19, 10.88, 13.42]], "max_force_ev_per_a": 4.5, "homo_ev": [-8.6, -9.8], "total_charge": 1}